# C25H38BrN2O2PdSi

A molecular structure, C25H38BrN2O2PdSi (ωB97M-V/def2-TZVPD, the OMol25 dataset).

Cartesian coordinates (Å):
C  0.2626  -5.9680  1.1885
C  -5.0907  -0.2902  -1.6964
H  1.8862  3.0105  -1.8507
C  -2.5151  2.0709  -2.8018
C  -5.2089  1.6421  -3.3086
H  -4.5360  -1.2087  -1.8868
H  -2.7224  3.7706  -4.1446
H  -0.4824  -3.8471  0.0716
Pd  -0.5192  1.3567  -0.7834
O  -1.5400  3.7143  0.2062
C  2.5498  -5.4067  1.9623
C  -0.1894  3.0816  -5.2204
H  -5.0443  -0.1060  -0.6216
C  0.8625  -3.5677  1.7327
C  1.6561  2.8121  -2.9010
H  -0.3105  5.2228  -1.8334
Si  -0.1057  3.2662  -3.3430
N  -1.1971  2.2223  -2.5218
C  -0.5320  3.0742  0.0950
C  1.0663  -5.0370  2.0959
H  3.5602  -0.0423  4.6759
C  -0.3528  5.0827  -2.9147
H  2.1603  -2.8803  3.2780
C  1.3970  -1.2141  2.2152
C  -0.0867  -1.7916  0.4254
H  1.8367  1.7494  -3.0821
H  -1.1206  3.4428  -5.6579
H  2.7097  -6.4545  2.2338
C  1.5163  -2.5682  2.4664
H  2.8889  -5.2591  0.9351
H  -6.2595  1.4436  -3.4743
H  0.5486  1.2672  3.0142
H  3.8643  -0.1250  1.6845
C  0.7822  3.5492  0.6926
H  0.7646  -6.3257  3.8250
O  0.3867  0.4978  0.9091
H  3.7704  -1.5159  3.7300
H  1.7890  1.5693  4.2494
H  1.2194  4.2582  -0.0140
H  -6.1318  -0.4349  -1.9873
H  3.1743  -4.7908  2.6114
H  -0.0816  2.0288  -5.4921
H  2.4105  -1.3702  4.8594
H  1.1869  -4.6594  4.2411
H  2.3531  3.3859  -3.5200
C  1.2155  0.7952  3.7304
C  0.6191  -5.2782  3.5452
H  0.6335  3.6336  -5.6836
H  0.4321  -7.0060  1.4851
H  0.4188  5.7054  -3.3754
C  0.5426  -0.7651  1.1497
H  0.5616  -5.8631  0.1438
C  3.0258  -0.8283  4.1372
C  0.0563  -3.1446  0.6924
Br  -1.2455  -1.2823  -0.9968
H  1.4741  2.7258  0.8499
H  3.6767  1.3475  2.6519
H  -5.0948  3.3593  -4.6065
H  -0.4374  -5.0315  3.6648
H  -0.8086  -5.7690  1.2591
C  3.1335  0.5713  2.1038
C  -4.5534  2.7009  -3.9355
H  2.5905  1.0314  1.2824
C  2.1745  -0.1825  3.0391
H  0.5790  4.0700  1.6286
H  0.6124  0.2651  4.4720
N  -3.1696  1.0573  -2.2032
C  -3.2225  2.9268  -3.6893
C  -4.4629  0.8577  -2.4420
H  -1.3273  5.4478  -3.2461

## Properties
Kohn-Sham gap = 6.932 eV
total charge = -1
HOMO = -0.16055 Ha


# C4H5N3

A single C4H5N3 molecule (ωB97M-V/def2-TZVPD, the OMol25 dataset).

Cartesian coordinates (Å):
H  -0.3243  -1.7077  -0.9910
H  -0.1098  1.1796  -1.3498
C  2.0056  -0.1534  0.4518
H  -2.5233  0.8552  -0.1636
N  1.5116  -1.3260  -0.0306
C  0.1486  0.5760  -0.4727
N  1.3140  0.9429  0.2951
C  -0.7661  -0.0226  0.4284
N  -2.0728  0.1321  0.3920
C  0.2904  -0.9990  -0.4406
H  2.9444  -0.1369  0.9974
H  -2.6772  -0.4173  0.9874

## Properties
Kohn-Sham gap = 8.384 eV
HOMO = -0.30894 Ha


# C7H13N

A molecular structure, C7H13N (ωB97M-V/def2-TZVPD, the OMol25 dataset).

Cartesian coordinates (Å):
C  0.5563  0.5753  -0.0251
H  -1.3312  -0.5694  0.1738
C  -1.9373  0.5958  -1.7419
H  2.9081  0.3512  1.5795
H  -1.9515  -1.6222  1.5721
H  0.2061  -1.8000  2.3478
N  -1.3477  -0.8567  1.2990
C  -0.7170  -0.2199  -1.3407
H  0.0615  -0.0907  -2.0938
C  0.7871  1.8299  -0.3460
C  -0.0629  -0.9872  1.6781
C  2.3911  -0.5605  1.2748
H  -2.7835  0.4059  -1.0741
H  -1.7335  1.6649  -1.6918
H  2.5106  -1.2980  2.0702
H  2.8914  -0.9441  0.3836
C  0.9287  -0.2959  1.0113
H  1.2487  2.5031  0.3664
H  -2.2549  0.3730  -2.7642
H  0.4940  2.2481  -1.2985
H  -0.8642  -1.3026  -1.3802

## Properties
Kohn-Sham gap = 8.465 eV
HOMO = -0.27281 Ha


# C2H10BrN4

4 unconnected molecules or ions with the total composition C2H10BrN4 (ωB97M-V/def2-TZVPD, the OMol25 dataset).

Cartesian coordinates (Å):
H  2.6610  -2.8398  0.1993
H  0.1819  1.8411  1.4430
N  -1.2673  1.0440  0.0202
C  -2.2242  1.2569  -0.8722
H  -2.5676  0.5512  -1.4998
Br  2.5185  1.1913  1.4157
H  -2.2464  -1.3231  -2.0164
N  0.1533  -0.8957  0.3342
H  2.6343  -1.3373  1.1798
N  -0.7543  1.9610  0.8741
N  2.5276  -1.8516  0.3237
C  -0.5409  -0.0501  0.1104
H  -1.5899  -1.4599  -1.7096
H  -1.2308  2.6594  1.4692
H  2.8517  -1.3868  -0.5159
H  1.4756  -1.5834  0.0860
H  -2.5825  2.2226  -0.8418

## Properties
Kohn-Sham gap (alpha / beta) = 4.995 / 4.994 eV
total charge = +1
HOMO (alpha / beta) = -0.42150 / -0.42150 Ha


# C16H15N7O

A single C16H15N7O molecule (ωB97M-V/def2-TZVPD, the OMol25 dataset).

Cartesian coordinates (Å):
N  1.3749  0.0383  -1.9665
C  1.2347  -0.3128  -3.3759
C  -0.0947  0.5273  2.7149
C  3.4634  0.4445  -2.8536
C  -4.4178  -1.0095  2.2197
C  -0.3900  0.2397  1.3012
H  2.6992  1.4447  -1.0812
H  2.4854  -0.4084  -5.9400
C  -3.6692  -0.4209  4.4281
O  -0.8169  -0.1002  -1.5953
H  -6.4574  -1.6021  2.1124
H  1.0289  -1.3773  -3.5211
C  -4.8759  -0.8550  4.8836
C  -3.4343  -0.4848  3.0569
C  4.4663  0.2464  -5.3736
H  0.9874  1.3503  4.2322
N  -2.1627  -0.1143  2.6109
C  -1.7012  -0.0978  1.2986
N  0.9977  1.1434  3.2462
C  2.7075  0.4761  -1.5511
H  -4.2215  -1.1312  1.1615
H  0.4408  0.2367  -3.8821
N  -5.9059  -1.2228  4.1003
C  -5.6623  -1.2767  2.8009
H  -2.9174  -0.0360  5.1095
C  0.2880  0.0264  -1.1194
H  5.4443  1.0242  -2.3470
N  0.5178  0.3466  0.2113
C  3.1131  -0.0914  -5.1428
C  2.6170  0.0320  -3.8669
C  4.7709  0.8202  -3.1641
H  -4.9904  -0.7102  5.9727
N  -1.1333  0.2958  3.4567
N  5.2965  0.7329  -4.4130
H  -2.2562  -0.3441  0.3689
H  1.4864  0.5451  0.4641
H  3.1599  -0.2174  -0.8373
H  1.6508  1.5672  2.6264
H  4.8766  0.2750  -6.3463

## Properties
Kohn-Sham gap = 8.091 eV
HOMO = -0.28993 Ha
SMILES = Nc1nn(-c2ccncc2)cc1NC(=O)N1Cc2ccncc2C1


# C4H5NO3

A single C4H5NO3 molecule (ωB97M-V/def2-TZVPD, the OMol25 dataset).

Cartesian coordinates (Å):
C  0.0539  0.6684  0.1231
O  2.4583  -0.4246  -0.0669
H  1.9164  1.7510  0.7839
C  0.7451  1.7682  0.1970
N  0.3219  -0.7332  -0.0510
H  1.5077  -2.3010  -0.2635
C  -1.8164  -0.5279  -0.1456
H  0.5807  2.8994  -0.1022
O  -1.3344  0.7976  -0.2458
O  -0.8950  -1.2682  0.5944
H  -2.3358  -0.9388  -1.1058
H  -2.6255  -0.4999  0.4781
C  1.4231  -1.1909  -0.1959

## Properties
Kohn-Sham gap = 9.957 eV
HOMO = -0.34036 Ha
SMILES = C=C1OCON1C=O


ΔE to the lowest compared entry with this formula, charge and spin, respectively: 0.000; 4.031; 3.420; 3.661; 0.000; 6.672 eV.